# 1
Formula: C22H31ClN2O4Sc
Source: the OMol25 dataset
Level of theory: ωB97M-V with the def2-TZVPD basis set

Each line ends with the natural charge from an NBO analysis.
Element x y z (Å)
Sc -1.394 -0.116 0.615  1.220
Cl -3.281 0.756 2.385  -0.545
N -0.099 2.097 0.270  -0.564
N -0.352 -2.232 0.573  -0.573
C -0.870 2.884 -0.451  0.613
C -0.800 -3.010 -0.413  0.612
C 1.124 2.895 0.568  0.056
C 0.602 4.335 0.425  -0.082
C 2.206 2.611 -0.469  -0.609
C 1.649 2.631 1.958  -0.600
H 1.839 2.787 -1.491  0.206
H 2.527 1.563 -0.386  0.230
H 3.076 3.261 -0.290  0.201
H 0.866 2.844 2.696  0.220
H 2.500 3.295 2.157  0.191
H 1.985 1.595 2.073  0.255
C 0.727 -2.983 1.271  0.067
C 0.851 -4.276 0.453  -0.073
C 0.298 -3.319 2.688  -0.611
C 2.011 -2.181 1.254  -0.625
H 2.235 -1.847 0.233  0.200
H 2.836 -2.809 1.620  0.192
H 1.915 -1.316 1.921  0.283
H -0.742 -3.672 2.682  0.219
H 0.395 -2.440 3.331  0.253
H 0.948 -4.112 3.084  0.188
O -0.220 -4.187 -0.547  -0.494
H 0.667 -5.196 1.029  0.188
H 1.801 -4.370 -0.093  0.183
O -0.593 4.181 -0.437  -0.497
H 1.275 5.051 -0.064  0.192
H 0.251 4.740 1.393  0.191
C -1.976 2.325 -1.287  -0.517
C -1.838 -2.538 -1.359  -0.524
C -1.299 -1.299 -2.046  -0.008
H -2.766 -2.364 -0.765  0.274
H -2.074 -3.327 -2.080  0.233
C -0.985 -0.073 -1.443  -0.431
C -1.386 1.132 -2.029  -0.025
H -2.852 -0.534 1.827  -0.210
C -0.720 1.177 -3.268  -0.027
C -0.296 -0.034 -3.821  -0.262
C -0.497 2.507 -3.860  -0.631
C -0.621 -1.288 -3.286  -0.026
H 0.249 -0.009 -4.755  0.183
C -0.306 -2.589 -3.891  -0.635
H 0.240 -2.387 -4.802  0.206
H -1.220 -3.139 -4.121  0.210
H 0.296 -3.206 -3.222  0.215
H -1.431 3.059 -3.953  0.208
H -0.063 2.340 -4.836  0.209
H 0.187 3.101 -3.252  0.205
H -2.352 3.071 -1.989  0.243
H -2.819 2.080 -0.605  0.266
C -0.690 0.607 4.556  -0.725
C 0.341 0.056 3.603  0.810
O 1.461 -0.380 3.958  -0.717
O -0.052 0.065 2.322  -0.889
H -0.207 0.650 5.539  0.204
H -1.555 -0.088 4.596  0.246
H -1.003 1.624 4.234  0.229

* F_max: 6.3 eV/A
* energy above the lowest of the compared OMol25 structures with the same formula, charge and spin: 24.2 kcal/mol
* orbital gap (spin up / spin down): 0.13281 / 0.13286 hartree
* charge: -1


# 2
Formula: C4H5NO2
Source: the OMol25 dataset
Level of theory: ωB97M-V with the def2-TZVPD basis set

Each line ends with the natural charge from an NBO analysis.
Element x y z (Å)
C -2.442 0.327 0.208  -0.281
O -1.470 -0.749 -0.221  -0.499
C -0.207 -0.164 -0.133  0.174
C 0.816 -1.064 0.073  -0.106
N 1.984 -0.477 0.202  -0.062
O 1.722 0.742 -0.085  -0.266
C 0.374 1.160 -0.050  -0.048
H -3.435 -0.001 0.493  0.206
H -2.652 0.775 -0.785  0.194
H -1.834 0.958 1.042  0.201
H 0.706 -2.199 -0.098  0.227
H 0.066 2.304 -0.208  0.259

* F_max: 7.0 eV/A
* energy above the lowest of the compared OMol25 structures with the same formula, charge and spin: 111.4 kcal/mol
* orbital gap: 0.36867 hartree
* charge: 0
* structure (SMILES): COc1cnoc1


# 3
Formula: C17H19Li
Source: the OMol25 dataset
Level of theory: ωB97M-V with the def2-TZVPD basis set

Each line ends with the natural charge from an NBO analysis.
Element x y z (Å)
Li -0.196 0.176 -0.119  0.752
C 0.291 -4.075 2.014  -0.610
C 0.561 -2.561 1.946  -0.223
C 1.952 -2.250 2.502  -0.602
C 0.342 -2.010 0.546  -0.291
C -1.042 -1.958 0.107  -0.307
C -1.363 -1.837 -1.218  -0.271
C -0.355 -1.849 -2.222  -0.195
C -0.721 -1.672 -3.666  -0.610
C 0.927 -2.313 -1.817  -0.233
C 1.255 -2.441 -0.498  -0.282
H 0.428 -4.470 3.029  0.175
H 0.962 -4.614 1.340  0.194
H -0.733 -4.283 1.696  0.202
H -0.165 -2.078 2.611  0.190
H 2.726 -2.807 1.966  0.184
H 2.022 -2.518 3.561  0.179
H 2.161 -1.184 2.391  0.224
H -1.829 -2.024 0.855  0.193
H -2.402 -1.757 -1.528  0.190
H -0.906 -0.622 -3.925  0.204
H -1.638 -2.222 -3.924  0.174
H 0.080 -2.033 -4.319  0.186
H 1.654 -2.559 -2.589  0.176
H 2.238 -2.809 -0.217  0.181
C -0.442 2.071 -0.001  -0.788
C -0.472 3.427 0.047  -0.236
C 0.721 4.289 0.038  -0.334
C 0.656 5.653 0.130  -0.208
C -0.565 6.353 0.223  -0.496
C -1.741 5.574 0.199  -0.221
C -1.719 4.208 0.109  -0.326
H 1.684 3.792 -0.039  0.175
H 1.582 6.230 0.125  0.159
H -0.600 7.435 0.299  0.160
H -2.702 6.086 0.254  0.160
H -2.653 3.652 0.090  0.174

* F_max: 1.0 eV/A
* orbital gap (spin up / spin down): 0.10196 / 0.11048 hartree
* charge: -2


# 4
Formula: C5H10NO
Source: the OMol25 dataset
Level of theory: ωB97M-V with the def2-TZVPD basis set

Each line ends with the natural charge from an NBO analysis.
Element x y z (Å)
N 1.486 -1.231 -2.052  -0.682
C 1.368 -0.014 -1.212  -0.151
C 0.153 0.293 -0.654  -0.061
C 0.256 0.440 0.843  -0.480
C -1.037 0.769 1.673  -0.508
C -2.277 0.064 1.179  0.448
O -2.311 -0.636 0.203  -0.520
H 0.678 -1.237 -2.702  0.457
H 2.374 -1.156 -2.551  0.446
H 1.503 -2.107 -1.521  0.446
H 2.238 0.307 -0.601  0.224
H -0.644 0.883 -1.116  0.251
H 0.632 -0.427 1.361  0.232
H 0.842 1.351 1.060  0.263
H -0.858 0.413 2.694  0.253
H -1.195 1.848 1.746  0.245
H -3.207 0.440 1.649  0.137

* F_max: 2.6 eV/A
* energy above the lowest of the compared OMol25 structures with the same formula, charge and spin: 90.2 kcal/mol
* orbital gap: 0.30458 hartree
* charge: +1
* structure (SMILES): [NH3+]/C=C/CCC=O


These records have E_tot values of -2488.25964, -360.49189, -666.49902, -326.13812 hartree, in the order they appear.